(1)
ORCA calculation (ωB97M-V with the def2-TZVPD basis set) on C13H28BrO5V as an isolated structure.

Each line ends with the natural charge from an NBO analysis.
Atoms and positions in Å:
V -0.3213 -0.1098 -0.6832  1.351
C -3.0218 2.5156 0.5686  -0.623
C -3.0581 1.4370 -0.4955  -0.037
O -2.1548 0.4020 -0.2783  -0.795
H -3.7407 3.2960 0.2998  0.205
H -2.0441 2.9955 0.6553  0.191
H -3.2937 2.1037 1.5440  0.195
H -2.8449 1.8867 -1.4822  0.142
H -4.0713 1.0152 -0.5566  0.159
C 2.6721 -2.3859 -1.7942  -0.619
C 2.7451 -1.3101 -0.7290  -0.019
O 1.6011 -0.5683 -0.6441  -0.822
H 2.5519 -1.9398 -2.7797  0.218
H 1.8685 -3.1014 -1.6181  0.186
H 3.5853 -2.9957 -1.7722  0.192
H 3.5940 -0.6430 -0.9635  0.139
H 2.9992 -1.7698 0.2480  0.123
Br -0.6763 -0.8458 -3.1004  -0.543
C 0.3335 2.6979 -3.3041  -0.745
C 0.6468 2.7244 -1.8524  0.671
O 0.2068 1.8820 -1.0863  -0.562
C 1.5828 3.7758 -1.3554  -0.710
H -0.2254 3.5737 -3.6402  0.240
H -0.2299 1.7996 -3.5520  0.281
H 1.2615 2.6826 -3.8823  0.240
H 1.0912 4.7487 -1.4604  0.238
H 2.4810 3.7705 -1.9713  0.242
H 1.8282 3.6473 -0.3060  0.237
C -0.6668 -3.7514 1.6991  -0.715
C -0.6684 -3.2918 0.2739  0.659
O -0.7226 -2.1186 -0.0046  -0.546
C -0.6623 -4.3262 -0.8144  -0.723
H 0.2979 -4.1907 1.9601  0.242
H -1.4226 -4.5356 1.7970  0.233
H -0.9319 -2.9537 2.3859  0.234
H -1.2120 -3.9578 -1.6737  0.269
H -1.0377 -5.2735 -0.4243  0.217
H 0.3745 -4.5393 -1.0871  0.250
C 0.5617 -0.3885 3.6030  -0.713
C 0.0589 0.6169 2.6047  0.653
O 0.0112 0.3424 1.4329  -0.541
C -0.3079 1.9767 3.0986  -0.728
H 1.4427 0.0099 4.1090  0.239
H 0.7687 -1.3310 3.1092  0.237
H -0.2137 -0.5231 4.3640  0.231
H 0.5521 2.6173 2.8715  0.246
H -0.4381 2.0072 4.1759  0.222
H -1.1504 2.3262 2.5109  0.260

Energy above the lowest of the compared OMol25 structures with the same formula, charge and spin in kJ/mol: 0.0
Net charge: 0
Spin multiplicity: 3
HOMO level (alpha / beta) in eV: -7.54 / -7.93
Kohn-Sham gap (alpha / beta) in eV: 8.000 / 8.396


(2)
ORCA calculation (ωB97M-V with the def2-TZVPD basis set) on an isolated molecule of C5H10O2.

Each line ends with the natural charge from an NBO analysis.
Atoms and positions in Å:
C -1.4980 -1.3773 0.3034  -0.634
C -0.6114 -0.1827 -0.0217  0.209
C 0.8120 -0.4363 -0.5319  -0.451
C 1.9419 0.3024 0.1996  -0.053
O 1.7152 1.6842 0.3515  -0.732
C -1.2266 1.0829 -0.4301  -0.107
O -0.8008 0.8963 0.9189  -0.522
H -1.0405 -2.3250 0.0069  0.215
H -1.6768 -1.4088 1.3828  0.234
H -2.4724 -1.3025 -0.1891  0.217
H 0.8318 -0.1391 -1.5869  0.213
H 1.0297 -1.5100 -0.5069  0.213
H 2.8548 0.2077 -0.3986  0.181
H 2.1376 -0.1777 1.1713  0.156
H 0.9249 1.7501 0.9115  0.486
H -2.3019 1.1424 -0.5886  0.181
H -0.6196 1.7936 -0.9921  0.193

Energy above the lowest of the compared OMol25 structures with the same formula, charge and spin in kJ/mol: 223.4
Net charge: 0
SMILES string: C[C@@]1(CCO)CO1
HOMO level in eV: -10.02
Kohn-Sham gap in eV: 10.959


(3)
ORCA calculation (ωB97M-V with the def2-TZVPD basis set) on C29H53GaIN2O10P2S as an isolated structure.

Each line ends with the Mulliken charge.
Atoms and positions in Å:
O 1.3028 -7.2156 -1.9466  -0.668
C 1.1382 -6.0011 -1.9666  -0.245
C 1.6823 -5.1007 -0.9245  -0.532
Ga 3.2045 -3.8039 -1.4340  0.256
I 3.0237 -2.7594 -3.8402  -0.488
C 3.1530 -2.3015 -0.0465  -1.118
C 2.8845 -0.8759 -0.5857  -0.846
C 1.3820 -0.5684 -0.7583  0.576
C 0.9910 -0.0542 -2.1481  -0.554
C -0.3522 0.6951 -2.0853  0.222
C -1.5155 -0.1640 -1.5564  -0.587
C -2.5613 -0.4698 -2.6597  0.085
S -4.2556 -0.2886 -2.0117  -0.316
C -4.9970 -1.8497 -2.1024  0.481
N -5.5498 -2.3947 -3.1292  -0.230
N -5.9982 -3.6448 -2.7578  -0.398
C -5.6923 -3.7601 -1.5139  0.012
O -5.0809 -2.6871 -1.0194  -0.223
C 0.3080 -5.4106 -3.0836  0.439
C -0.8680 -4.7408 -2.7845  -0.294
C -1.6078 -4.1827 -3.8191  -0.125
C -1.1662 -4.2944 -5.1262  -0.788
C -0.0052 -4.9943 -5.4126  -0.405
C 0.7416 -5.5599 -4.3926  -0.508
H 0.8436 -4.5751 -0.4538  0.395
H 2.1116 -5.7513 -0.1580  0.432
H 4.5989 -4.5766 -1.3281  -0.306
H 4.1246 -2.2905 0.4494  0.550
H 2.3235 -2.5259 0.6294  0.299
H 3.2567 -0.1927 0.1919  0.150
H 3.4713 -0.6411 -1.4753  0.498
H 0.8313 -1.4844 -0.5352  0.037
H 1.0811 0.2030 -0.0405  -0.148
H 1.7253 0.6402 -2.5592  0.452
H 0.8532 -0.8924 -2.8336  -0.098
H -0.5990 1.1811 -3.0331  0.448
H -0.1998 1.5139 -1.3707  -0.619
H -2.0256 0.3463 -0.7385  0.236
H -1.1817 -1.1240 -1.1642  0.312
H -2.4361 0.2411 -3.4740  0.507
H -2.4403 -1.4721 -3.0634  -0.365
H -5.9195 -4.6443 -0.9438  0.426
H -1.2307 -4.6428 -1.7688  0.374
H -2.5315 -3.6477 -3.6298  0.490
H -1.7100 -3.8421 -5.9460  0.407
H 0.3436 -5.0969 -6.4325  0.354
H 1.6592 -6.1040 -4.5647  0.422
O -0.5682 1.4959 5.4851  -0.817
P -0.7938 0.2822 4.6791  1.040
O -0.6874 -1.0191 5.6286  -0.341
C -1.4406 -1.0886 6.8355  -0.362
C -2.8820 -1.4925 6.5841  -0.880
O 0.5439 0.0758 3.8102  -0.252
C 1.5890 1.0389 3.7577  0.025
C 2.6438 0.7929 4.8183  -1.314
O -1.6848 -0.2897 3.4743  -0.308
C -3.0667 0.0438 3.2629  -0.301
C -3.4638 1.4296 3.7258  -0.987
H -1.3934 -0.1355 7.3686  0.284
H -0.9519 -1.8375 7.4585  0.344
H -3.4304 -0.6887 6.0844  0.159
H -3.3914 -1.7046 7.5249  0.415
H -2.9279 -2.3762 5.9474  0.252
H 1.1748 2.0457 3.8352  0.265
H 2.0366 0.9528 2.7660  0.233
H 2.1929 0.5924 5.7900  0.310
H 3.3094 1.6532 4.9048  0.368
H 3.2440 -0.0792 4.5556  0.312
H -3.6903 -0.7173 3.7393  0.256
H -3.2373 -0.0437 2.1896  0.353
H -3.2746 1.5681 4.7945  0.319
H -4.5260 1.5953 3.5481  0.419
H -2.8978 2.1936 3.1898  0.208
O 0.9285 5.4881 -1.9810  -0.836
P 1.4821 4.3546 -1.2178  0.382
O 3.0158 4.6854 -0.8303  -0.328
C 3.3453 5.9173 -0.1969  -0.342
C 3.0632 5.8840 1.2943  -0.892
O 1.7196 3.1809 -2.2926  -0.071
C 1.2652 3.2902 -3.6396  -0.225
C 2.3343 3.8803 -4.5388  -1.373
O 1.1366 3.2786 -0.0769  0.259
C 0.2755 3.5457 1.0415  -0.033
C -0.8383 4.5301 0.7519  -1.391
H 2.8119 6.7443 -0.6730  0.301
H 4.4107 6.0732 -0.3664  0.346
H 1.9866 5.8737 1.4871  0.139
H 3.4778 6.7662 1.7838  0.436
H 3.4937 4.9905 1.7471  0.221
H 0.3438 3.8704 -3.6900  0.411
H 1.0235 2.2778 -3.9665  0.390
H 2.7956 4.7574 -4.0856  0.283
H 1.9115 4.1602 -5.5050  0.370
H 3.1275 3.1513 -4.7105  0.319
H 0.8813 3.8828 1.8867  0.263
H -0.1550 2.5864 1.3333  0.192
H -0.4471 5.4968 0.4213  0.404
H -1.4344 4.6981 1.6491  0.451
H -1.4925 4.1531 -0.0361  0.325

Energy above the lowest of the compared OMol25 structures with the same formula, charge and spin in kJ/mol: 0.0
Net charge: -1
HOMO level in eV: -5.04
Kohn-Sham gap in eV: 6.821


(4)
ORCA calculation (ωB97M-V with the def2-TZVPD basis set) on a 2-piece molecular cluster, C3H4N3O2S overall.

Each line ends with the natural charge from an NBO analysis.
Atoms and positions in Å:
C 2.5666 -0.2884 0.4538  0.097
C 0.5778 0.2766 0.3327  0.083
C -2.5411 -1.5696 -0.8390  -0.543
N 1.4068 -0.3623 1.1124  -0.485
N 2.5296 0.4740 -0.6327  -0.298
N 1.2709 0.6972 -0.7260  -0.315
O -1.2964 1.6487 -0.6544  -1.039
O -1.6881 0.7882 1.6071  -0.997
S -1.2828 0.4809 0.2240  1.723
H 3.5010 -0.5429 0.8956  0.173
H -3.6252 -1.0882 -0.7098  0.093
H -2.3408 -1.8253 0.2717  0.101
H 0.9218 1.3110 -1.3353  0.408

Energy above the lowest of the compared OMol25 structures with the same formula, charge and spin in kJ/mol: 443.0
Net charge: -1
HOMO level (alpha / beta) in eV: -4.63 / -4.63
Kohn-Sham gap (alpha / beta) in eV: 8.279 / 8.278


F_max, respectively: 0.044 0.007 0.102 0.088 Eh/bohr.
Calculated total energy, respectively: -119904.7745 -9440.7272 -144283.1932 -22572.9203 eV.